(1)
Density functional theory data (ωB97M-V with the def2-TZVPD basis set) for a single C4H8O2Si molecule.

Properties
HOMO-LUMO gap   9.7123 eV
Largest force on an atom   3.80 eV/A
HOMO   -8.8 eV

Atoms and positions in Å:
1 H 0.2962 0.8298 -2.6045
2 H 1.5173 2.2003 0.8710
3 C -0.3896 -1.4085 2.3280
4 O 0.2360 -0.8296 -1.4750
5 O -0.2910 -1.4244 0.9550
6 H 0.5675 -1.4928 2.6279
7 H -0.6030 -0.4796 -3.2091
8 C 0.7386 1.6295 0.5378
9 H -1.2997 2.6488 0.1270
10 C -0.5498 1.7698 0.2928
11 C 0.3674 -0.2251 -2.7406
12 H -0.9922 -2.2640 2.7441
13 H 1.2206 -0.4743 -3.3486
14 H -0.7851 -0.4629 2.8116
15 Si -0.0331 -0.0170 0.0825


(2)
Density functional theory data (ωB97M-V with the def2-TZVPD basis set) for C4H8O3 as an isolated structure.

Properties
HOMO-LUMO gap (alpha / beta)   8.4050 / 6.4308 eV
Largest force on an atom   1.92 eV/A
HOMO (alpha / beta)   -8.1 / -7.1 eV

Atoms and positions in Å:
1 H -0.3924 -0.6821 1.6751
2 O -1.0776 -1.5962 -0.6707
3 C -0.2148 0.3946 -1.6257
4 H -1.5192 0.8413 0.3228
5 H -1.1960 0.6500 -2.0413
6 C 0.3016 -0.3886 0.8608
7 H -0.8623 -2.2327 0.0318
8 O 1.4455 -1.1835 0.8344
9 H -1.0688 1.4350 0.6776
10 C 0.7018 1.1552 1.1652
11 H 0.3030 1.3186 -1.3568
12 H 2.0913 -0.7355 1.4205
13 H 0.3466 -0.1307 -2.4038
14 O 1.8354 1.2725 1.5467
15 C -0.4145 -0.4740 -0.4247


(3)
Density functional theory data (ωB97M-V with the def2-TZVPD basis set) for C4H8O3 as an isolated structure.

Properties
HOMO-LUMO gap   10.5642 eV
Largest force on an atom   0.60 eV/A
HOMO   -10.1 eV

Atoms and positions in Å:
1 O -0.6012 1.3696 1.4123
2 H 1.2590 -0.0296 0.7559
3 C -0.6633 0.4133 -0.1192
4 H 0.4898 -1.0173 -2.0579
5 O -1.4116 0.8240 -0.9562
6 H 0.6099 -2.0268 -0.5997
7 H -1.1114 -0.2316 2.6274
8 H 0.9620 1.4874 -1.5828
9 C 0.8352 0.1122 -0.2385
10 O 1.4642 1.2311 -0.7956
11 C -1.3704 0.3934 1.7561
12 H -2.4455 0.4312 1.5171
13 C 1.0074 -1.1367 -1.0998
14 H 2.0731 -1.2870 -1.2914
15 H -1.0971 -0.5332 0.6722


(4)
Density functional theory data (ωB97M-V with the def2-TZVPD basis set) for a single C4H8O3 molecule.

Properties
HOMO-LUMO gap   10.9850 eV
Largest force on an atom   0.52 eV/A
HOMO   -10.3 eV

Atoms and positions in Å:
1 H 0.9756 1.8625 0.2680
2 H 0.1938 0.7982 -1.8332
3 H -1.4497 0.2875 -2.2257
4 C 0.0227 -0.0572 0.9440
5 C -0.8007 0.6181 -1.4105
6 H -1.7391 -0.7583 -0.0506
7 C 1.1887 0.8859 0.7388
8 C -0.7185 -0.4744 -0.3566
9 O 0.4737 -1.2130 1.6020
10 H -0.6918 0.4904 1.5822
11 O 2.2989 0.6032 1.1310
12 H -1.1998 1.5566 -1.0094
13 H 0.1809 -2.1448 -0.1979
14 O -0.0584 -1.5669 -0.9403
15 H 1.4296 -1.0735 1.7401


(5)
Density functional theory data (ωB97M-V with the def2-TZVPD basis set) for a 2-piece molecular cluster, C4H8O3 overall.

Properties
HOMO-LUMO gap   9.0917 eV
Largest force on an atom   1.02 eV/A
HOMO   -8.4 eV

Atoms and positions in Å:
1 O 0.3264 -1.8379 -0.8212
2 H 0.4007 2.3685 -1.0986
3 H 2.0876 -0.1318 1.0492
4 C -1.4501 -1.0096 0.7171
5 H -1.1176 1.4819 -0.7730
6 C -0.0421 1.3771 -0.9413
7 C -0.4314 -1.3683 -0.0511
8 H 2.4562 1.4012 0.2059
9 O 0.4829 0.7559 0.2135
10 H -2.8858 -2.1173 0.1008
11 H 0.1122 0.7563 -1.8365
12 H -1.4657 -0.0738 1.2583
13 H 2.1361 -0.1003 -0.7279
14 O -2.4574 -1.9402 0.9452
15 C 1.8665 0.4768 0.1677


(6)
Density functional theory data (ωB97M-V with the def2-TZVPD basis set) for a 2-piece molecular cluster, C4H8O3 overall.

Properties
HOMO-LUMO gap   10.8262 eV
Largest force on an atom   0.53 eV/A
HOMO   -10.2 eV

Atoms and positions in Å:
1 H -1.0401 -1.4343 0.6815
2 O -2.2490 -0.1107 -0.3743
3 H 1.0935 -0.4077 1.9545
4 O 2.4032 0.3525 0.6147
5 H -1.8514 -0.2573 -1.2468
6 C 1.2880 0.0611 0.9668
7 C 0.0650 0.3230 0.1319
8 H -1.5599 0.0393 1.5222
9 H -0.9178 2.0450 -0.8267
10 H 1.2593 -2.5302 -0.6315
11 H 1.4951 -1.8702 -0.8747
12 H 0.9203 2.2257 -0.5728
13 O 0.2757 0.3371 -1.2746
14 C -1.2271 -0.3538 0.5550
15 C 0.0450 1.5805 -0.6254


(7)
Density functional theory data (ωB97M-V with the def2-TZVPD basis set) for a single C4H8O3 molecule.

Properties
HOMO-LUMO gap   10.9212 eV
Largest force on an atom   0.54 eV/A
HOMO   -10.2 eV

Atoms and positions in Å:
1 H -0.6724 0.1838 1.7319
2 O 2.1748 0.9210 1.1830
3 H -1.3363 0.2951 -2.2766
4 H -0.8831 1.5942 -1.1636
5 O -0.4066 -1.6871 -0.8728
6 C 1.0133 1.0429 0.8633
7 C 0.0482 -0.1208 0.9551
8 O 0.7384 -1.2607 1.3921
9 H -1.8386 -0.4710 -0.0332
10 H -0.0464 -2.2034 -0.1350
11 C -0.7829 -0.4432 -0.3456
12 H 1.6672 -0.9838 1.5028
13 H 0.6000 2.0207 0.5569
14 H 0.3700 0.5411 -1.8839
15 C -0.6458 0.5712 -1.4744


(8)
Density functional theory data (ωB97M-V with the def2-TZVPD basis set) for a single C4H8O3 molecule.

Properties
HOMO-LUMO gap   11.1554 eV
Largest force on an atom   6.54 eV/A
HOMO   -10.5 eV

Atoms and positions in Å:
1 O -0.2237 1.8485 0.7355
2 H -0.3285 -1.2824 1.2750
3 H 2.5631 0.0921 1.3953
4 H 2.1143 0.3783 -0.1403
5 H 0.3817 0.6546 2.2673
6 C 1.9676 0.7369 0.8678
7 C -0.5543 -0.4613 0.6782
8 H -0.8564 -2.3998 -2.0718
9 C -0.5356 -0.7335 -0.7248
10 O -0.7333 -2.1185 -1.0779
11 C 0.4539 0.6686 1.1493
12 H -0.4359 1.9263 -0.1906
13 H 2.5304 1.9194 0.9335
14 O -0.5921 -0.0367 -1.6856
15 H -1.5649 -0.0988 0.9324


(9)
Density functional theory data (ωB97M-V with the def2-TZVPD basis set) for a single C4H8O3 molecule.

Properties
HOMO-LUMO gap   11.3162 eV
Largest force on an atom   0.47 eV/A
HOMO   -10.5 eV

Atoms and positions in Å:
1 C 0.2224 -0.4627 0.0596
2 H -1.5638 -1.8093 -0.1967
3 O 1.1260 0.4193 0.4847
4 O 0.4966 -1.5649 -0.3644
5 H 3.0798 0.7626 0.8753
6 H -0.9740 1.8493 -1.0419
7 H 2.5594 -0.9367 1.1328
8 O -2.0575 -1.0860 0.2243
9 H -1.4323 0.3934 -1.9663
10 H 2.7914 -0.3281 -0.5238
11 H -1.3116 0.5989 1.0959
12 H -2.6319 1.2024 -0.9411
13 C 2.4772 -0.0582 0.4870
14 C -1.5746 0.9338 -1.0239
15 C -1.2130 0.0351 0.1608


(10)
Density functional theory data (ωB97M-V with the def2-TZVPD basis set) for a single C4H8O3 molecule.

Properties
HOMO-LUMO gap   10.9350 eV
Largest force on an atom   0.48 eV/A
HOMO   -10.1 eV

Atoms and positions in Å:
1 H -2.6154 0.9819 0.7128
2 H -1.8149 1.0332 -0.8880
3 O 1.4429 0.2144 0.5393
4 H 2.5575 1.1249 -0.9934
5 H -0.4815 -1.8518 0.9872
6 C 0.4766 -0.3858 -0.1808
7 H 3.0050 -0.5449 -0.5893
8 C -2.4500 0.4287 -0.2244
9 H -3.4130 0.2677 -0.7125
10 C -0.6880 -0.8141 0.6991
11 C 2.6684 0.4080 -0.1742
12 H 3.3774 0.7831 0.5619
13 O -1.9065 -0.8456 0.0249
14 H -0.7150 -0.1797 1.5973
15 O 0.5564 -0.6200 -1.3599


(11)
Density functional theory data (ωB97M-V with the def2-TZVPD basis set) for a single C4H8O3 molecule.

Properties
HOMO-LUMO gap   10.9509 eV
Largest force on an atom   0.54 eV/A
HOMO   -10.2 eV

Atoms and positions in Å:
1 C -0.5185 0.5168 -1.4749
2 H 1.7380 -0.9898 1.2687
3 H 0.4524 2.0178 0.7391
4 C -0.8192 -0.4417 -0.3254
5 H -1.8779 -0.3276 -0.0513
6 C 0.9280 1.0337 0.8962
7 H 0.5375 0.4590 -1.7623
8 H -1.1186 0.2215 -2.3399
9 O 2.1282 0.9268 1.0162
10 O -0.6069 -1.7551 -0.7705
11 C 0.0250 -0.1801 0.9862
12 O 0.8133 -1.2996 1.3006
13 H 0.0251 -2.1546 -0.1490
14 H -0.6742 0.0076 1.8140
15 H -0.7682 1.5560 -1.2303


(12)
Density functional theory data (ωB97M-V with the def2-TZVPD basis set) for a single C4H8O3 molecule.

Properties
HOMO-LUMO gap   10.4329 eV
Largest force on an atom   2.20 eV/A
HOMO   -9.6 eV

Atoms and positions in Å:
1 C -0.1076 -0.2318 -1.0212
2 H 0.6156 -2.2336 -1.1304
3 H -1.1661 -2.0827 -0.9932
4 C 1.3948 0.5381 0.8497
5 O -1.9912 1.6589 0.6001
6 C -0.2043 -1.6905 -0.6535
7 H 0.1154 1.7852 -0.3433
8 H 2.0529 -0.1667 0.3311
9 H -2.6374 1.0372 0.2173
10 C 0.0906 0.7814 0.0995
11 H 1.2204 0.1716 1.8669
12 O -0.1931 0.1194 -2.2008
13 H -0.1343 -1.8304 0.4279
14 H 1.9497 1.4789 0.9408
15 O -1.0055 0.6651 1.0091


(13)
Density functional theory data (ωB97M-V with the def2-TZVPD basis set) for C4H8O3 as an isolated structure.

Properties
HOMO-LUMO gap   9.0253 eV
Largest force on an atom   0.53 eV/A
HOMO   -8.1 eV

Atoms and positions in Å:
1 H -1.8751 0.3062 -0.2835
2 O 0.9943 0.8430 2.1417
3 C -0.1590 -0.6567 -1.9867
4 O -1.1106 0.2361 1.5664
5 H -0.4955 0.4125 3.4448
6 O 1.6801 -0.0722 -0.2926
7 H -0.1466 0.3394 -2.4564
8 H -1.1150 -1.1380 -2.2306
9 C -0.1422 0.5103 2.4087
10 C -0.0719 -0.6933 -0.4888
11 H -0.4990 1.4080 -0.0381
12 C -0.8680 0.3881 0.1327
13 H 0.6189 -1.2691 -2.4545
14 H 1.5543 -1.0124 -0.0379
15 H 1.6353 0.3981 0.5748


(14)
Density functional theory data (ωB97M-V with the def2-TZVPD basis set) for a single C4H8O3 molecule.

Properties
HOMO-LUMO gap   11.3850 eV
Largest force on an atom   0.59 eV/A
HOMO   -10.5 eV

Atoms and positions in Å:
1 C -2.3080 0.2268 0.2296
2 H 2.2383 1.5991 -0.3531
3 O 1.4703 -1.3160 -0.9046
4 H -0.7929 -1.2817 0.3560
5 H 1.1583 1.1485 0.9728
6 C 1.0658 -0.2203 -0.6054
7 H -2.8883 0.7893 -0.5060
8 H -2.9891 -0.4237 0.7866
9 H 3.1396 -0.6890 0.4195
10 O 2.9002 0.1007 0.9246
11 C 1.8680 0.7492 0.2417
12 C -1.2257 -0.6203 -0.4036
13 H -1.6000 -1.2435 -1.2201
14 H -1.8617 0.9320 0.9371
15 O -0.1750 0.2487 -0.8751


(15)
Density functional theory data (ωB97M-V with the def2-TZVPD basis set) for C4H8O3 as an isolated structure.

Properties
HOMO-LUMO gap   9.2098 eV
Largest force on an atom   0.54 eV/A
HOMO   -8.4 eV

Atoms and positions in Å:
1 H -0.9147 1.5921 0.4443
2 H -2.2822 1.4857 -1.2380
3 H 3.0281 -1.1775 0.8420
4 H 0.0997 0.9348 -1.5982
5 O 1.3255 -0.7715 1.8875
6 C -1.7842 0.8421 -0.5190
7 O 1.4364 -1.0852 -0.3516
8 C 0.0104 -0.9381 -0.4732
9 H -2.4203 0.1145 -0.0153
10 O 0.2633 1.4914 0.5226
11 C 1.9450 -1.0023 0.8756
12 C -0.4324 0.4668 -0.7724
13 H -0.2623 -1.5611 -1.3297
14 H 0.4656 0.9330 1.3004
15 H -0.4779 -1.3245 0.4251


(16)
Density functional theory data (ωB97M-V with the def2-TZVPD basis set) for a 2-piece molecular cluster, C4H8O3 overall.

Properties
HOMO-LUMO gap   8.5863 eV
Largest force on an atom   0.42 eV/A
HOMO   -9.8 eV

Atoms and positions in Å:
1 H -0.9674 -1.4738 -0.5064
2 H -2.0867 2.0905 0.0264
3 H -2.6624 0.4260 -0.1163
4 C -0.5193 0.6676 -0.3627
5 H 3.2894 -1.6214 1.2207
6 H 0.6143 -1.0236 -1.3708
7 O 2.2210 0.0698 1.2667
8 H -2.2352 1.3570 -1.5717
9 H 0.1833 1.3974 -0.7826
10 O 1.4418 -1.8439 0.3835
11 C 2.3216 -1.1426 0.9606
12 C -1.9588 1.1543 -0.5292
13 H 0.8057 0.3061 1.1207
14 O -0.2394 0.3656 0.9916
15 C -0.2077 -0.7291 -0.7306


(17)
Density functional theory data (ωB97M-V with the def2-TZVPD basis set) for a 2-piece molecular cluster, C4H8O3 overall.

Properties
2S+1   2
Charge   +1
<S²>   0.7605
HOMO-LUMO gap (alpha / beta)   9.5277 / 4.2073 eV
Largest force on an atom   1.42 eV/A
HOMO (alpha / beta)   -14.9 / -14.1 eV

Atoms and positions in Å:
1 H -2.4681 -0.1472 -2.3690
2 H 0.3171 -0.2880 1.8357
3 H -0.7012 0.7237 0.8171
4 H 0.9940 0.5043 -1.1250
5 H 1.6239 2.2989 0.7850
6 H -0.6828 -1.6044 -0.4836
7 C 1.0926 -0.0725 -0.1986
8 C 1.0570 1.7166 1.5400
9 O 1.0330 -2.3766 -1.0237
10 O -2.9080 -0.2699 -1.5239
11 C 0.3434 0.4387 1.0264
12 H 2.1048 -0.2744 0.1521
13 C 0.4421 -1.4426 -0.6251
14 H -3.4063 -1.1012 -1.5176
15 O 1.1586 1.8945 2.7104